(1)
{"formula": "C6H6", "method": "wB97M-V/def2-TZVPD", "gap_ha": 0.324, "spin_multiplicity": 1, "energy_ha": -231.837902, "lumo_energy_ev": -0.0747, "fmax_ev_per_a": 9.81, "relative_energy_kcal_mol": 243.7, "species": ["C", "C", "C", "C", "C", "C", "H", "H", "H", "H", "H", "H"], "coordinates": [[1.10779, -2.04149, 3.42306], [0.89639, -1.51980, 2.37796], [-0.47337, -0.97320, 1.00952], [1.12217, -0.63291, 0.85523], [0.21112, -0.10776, 0.01501], [-0.14745, 0.69320, -1.19820], [-1.05577, -1.96748, 0.78095], [-0.95952, -0.49017, 1.86494], [2.14238, -0.52960, 1.10709], [0.46110, 0.30349, -1.92421], [-0.02499, 1.77207, -1.03659], [-1.05405, 0.62537, -1.67507]], "nbo_charge": [-0.084, -0.433, -0.206, -0.183, 0.029, -0.642, 0.248, 0.235, 0.301, 0.244, 0.250, 0.241]}

---

(2)
{"formula": "C7H17BiO3", "method": "wB97M-V/def2-TZVPD", "gap_ha": [0.177, 0.214], "spin_multiplicity": 2, "energy_ha": -715.800588, "lumo_energy_ev": [-15.3511, -15.3157], "s2": 0.756, "charge": 3, "fmax_ev_per_a": 6.11, "relative_energy_kcal_mol": 11.4, "species": ["C", "O", "C", "C", "O", "C", "C", "O", "C", "Bi", "H", "H", "H", "H", "H", "H", "H", "H", "H", "H", "H", "H", "H", "H", "C", "H", "H", "H"], "coordinates": [[-0.42859, 2.85372, -0.70808], [-0.21205, 1.48347, -0.32114], [-1.36063, 0.70129, -0.24792], [-1.09091, -0.65055, 0.31044], [0.16645, -1.09919, -0.22084], [0.75490, -2.24301, 0.40448], [2.13923, -2.38718, -0.18013], [2.77135, -1.09792, -0.12867], [4.18918, -1.13101, -0.32141], [1.49570, 0.39745, -0.50885], [0.53099, 3.37364, -0.64016], [-0.81338, 2.88791, -1.73423], [-1.13837, 3.30726, -0.00858], [-2.00113, 0.80038, -1.12784], [-3.19502, 1.41948, 0.44484], [-1.88967, -1.34795, 0.02974], [-1.01275, -0.62943, 1.41097], [0.15684, -3.13856, 0.19559], [0.79930, -2.07322, 1.49013], [2.10679, -2.72000, -1.22692], [2.72002, -3.10378, 0.41404], [4.54761, -0.09741, -0.30563], [4.64911, -1.69689, 0.49733], [4.42077, -1.59587, -1.28789], [-4.33335, 1.85506, 0.85599], [-5.05612, 1.81408, 0.03327], [-4.23027, 2.88986, 1.20013], [-4.68602, 1.22839, 1.68134]], "nbo_charge": [-0.290, -0.669, 0.165, -0.209, -0.631, -0.134, -0.138, -0.667, -0.291, 2.362, 0.238, 0.253, 0.276, 0.248, 0.103, 0.302, 0.253, 0.298, 0.245, 0.251, 0.293, 0.238, 0.267, 0.253, -0.755, 0.250, 0.242, 0.246]}

---

(3)
{"formula": "C36H31N10O3S2Tc", "method": "wB97M-V/def2-TZVPD", "gap_ha": [0.251, 0.264], "spin_multiplicity": 2, "energy_ha": -3040.407652, "lumo_energy_ev": [-2.7068, -2.8223], "s2": 0.755, "charge": 1, "fmax_ev_per_a": 6.78, "relative_energy_kcal_mol": 277.3, "species": ["Tc", "N", "C", "C", "C", "C", "C", "N", "C", "C", "C", "C", "C", "N", "H", "H", "H", "H", "H", "H", "H", "H", "H", "O", "S", "O", "N", "C", "C", "C", "C", "C", "C", "C", "C", "N", "C", "C", "C", "C", "C", "C", "C", "H", "H", "H", "H", "H", "H", "H", "H", "H", "H", "H", "O", "N", "C", "C", "C", "C", "C", "C", "C", "N", "C", "C", "N", "C", "H", "H", "H", "H", "H", "H", "H", "N", "C", "N", "S", "H", "H", "H", "H"], "coordinates": [[-0.00478, -0.01399, 0.01512], [-1.29083, -2.72685, 1.53264], [-0.46778, -1.88961, 2.33019], [-0.22464, -2.29288, 3.64168], [0.59518, -1.53011, 4.46181], [1.17287, -0.37499, 3.95425], [0.90060, -0.04725, 2.64424], [0.10046, -0.78512, 1.83559], [-1.66534, -2.52290, 0.18216], [-2.48344, -3.48821, -0.40490], [-2.86620, -3.36308, -1.73229], [-2.41835, -2.27557, -2.47173], [-1.59829, -1.36086, -1.84339], [-1.21517, -1.48021, -0.52416], [-2.11748, -2.96871, 2.06411], [-0.66405, -3.20636, 4.02097], [0.78633, -1.83952, 5.48203], [1.82095, 0.24711, 4.55796], [1.33102, 0.86431, 2.14917], [-2.81339, -4.34371, 0.17000], [-3.50175, -4.11249, -2.18794], [-2.69363, -2.14739, -3.51021], [-1.22291, -0.51633, -2.36001], [-2.69525, 1.61493, 0.94137], [-1.55690, 2.24031, 1.58419], [-1.71158, 2.42860, 3.01486], [-0.13836, 1.62157, 1.13506], [1.08346, 2.05238, 1.60097], [1.32411, 3.14305, 2.42386], [2.62609, 3.49035, 2.82755], [3.70878, 2.74781, 2.41394], [3.51070, 1.62473, 1.58388], [4.56879, 0.82766, 1.14077], [4.30573, -0.25967, 0.34020], [2.98630, -0.52515, -0.00018], [1.93976, 0.21230, 0.39814], [2.20401, 1.27339, 1.17963], [-1.67566, 3.93740, 0.95416], [-1.19198, 4.26112, -0.30053], [-1.28137, 5.57523, -0.75119], [-1.85449, 6.55104, 0.05349], [-2.33715, 6.21882, 1.31287], [-2.24575, 4.90978, 1.76863], [0.50002, 3.74759, 2.78234], [2.76712, 4.34825, 3.47192], [4.70379, 3.02844, 2.73535], [5.58843, 1.05740, 1.42585], [5.10123, -0.89792, -0.01602], [2.73564, -1.36573, -0.61915], [-0.74605, 3.49505, -0.91368], [-0.90071, 5.83396, -1.73382], [-1.92500, 7.57220, -0.30090], [-2.78649, 6.97548, 1.94344], [-2.62255, 4.63909, 2.74687], [0.82450, -1.52962, -0.00474], [3.79159, -6.60277, -7.49662], [3.40704, -5.74270, -6.83896], [2.92673, -4.66831, -6.01759], [2.85956, -3.37342, -6.52405], [2.39479, -2.33355, -5.72918], [1.99102, -2.57490, -4.41748], [2.05897, -3.87270, -3.91203], [2.52387, -4.91193, -4.70721], [1.51603, -1.50957, -3.60641], [1.39217, -0.18276, -3.96257], [0.89808, 0.45882, -2.87057], [0.70621, -0.42847, -1.82862], [1.09011, -1.59519, -2.31391], [3.16914, -3.16665, -7.54145], [2.36169, -1.34551, -6.16877], [1.75849, -4.11611, -2.90116], [2.57003, -5.91414, -4.29816], [1.65475, 0.19944, -4.93288], [0.66913, 1.50573, -2.76871], [1.06921, -2.51387, -1.75768], [-3.89862, 1.23870, -2.52570], [-2.72250, 1.84562, -2.27931], [-2.55215, 3.01874, -2.91643], [-1.59848, 1.15369, -1.27093], [-4.59725, 1.63005, -3.13336], [-4.09298, 0.35611, -2.08329], [-3.24941, 3.41221, -3.52502], [-1.70281, 3.52445, -2.78873]], "mulliken_charge": [-3.002, -0.105, -0.048, -0.772, -0.734, -0.835, 1.081, 1.140, 0.303, -0.806, -0.636, -1.415, -0.308, 1.190, 0.373, 0.531, 0.441, 0.575, -0.647, 0.544, 0.452, 0.587, 0.930, -0.700, 1.712, -0.774, 1.065, 0.163, -1.017, -1.044, -1.085, 0.372, -0.907, -1.295, -0.146, 1.386, 0.694, -0.242, 0.174, -1.323, -0.504, -0.695, -0.391, 0.489, 0.458, 0.454, 0.478, 0.479, 0.473, 0.702, 0.436, 0.404, 0.423, 0.516, -0.708, -0.470, 0.002, 0.429, -1.127, -0.516, 1.667, -0.289, -1.149, 0.509, -0.555, -1.393, 1.594, -0.959, 0.454, 0.336, 0.489, 0.449, 0.453, 0.436, 0.664, -0.404, 0.413, -0.304, 0.600, 0.198, 0.201, 0.213, 0.171]}

---

(4)
{"formula": "C21H29ClN4O3", "method": "wB97M-V/def2-TZVPD", "gap_ha": 0.329, "spin_multiplicity": 1, "energy_ha": -1722.552156, "lumo_energy_ev": 0.5751, "smiles": "CCCCN(CCCC)Cc1ccc(C(=O)NNC(=O)Nc2ccc(Cl)cc2)o1", "fmax_ev_per_a": 1.08, "relative_energy_kcal_mol": 9.8, "species": ["C", "C", "C", "C", "N", "C", "C", "C", "C", "C", "C", "C", "C", "C", "C", "O", "N", "N", "C", "O", "N", "C", "C", "C", "C", "Cl", "C", "C", "O", "H", "H", "H", "H", "H", "H", "H", "H", "H", "H", "H", "H", "H", "H", "H", "H", "H", "H", "H", "H", "H", "H", "H", "H", "H", "H", "H", "H", "H"], "coordinates": [[4.08032, -5.90552, -4.05135], [4.43564, -4.47255, -4.43145], [4.08195, -3.46063, -3.34161], [2.57366, -3.34921, -3.10352], [2.23807, -2.11976, -2.40475], [0.87752, -1.66206, -2.63703], [-0.24664, -2.54067, -2.07019], [-1.63073, -1.93644, -2.30658], [-1.90128, -0.71308, -1.43741], [2.60786, -2.18935, -0.99414], [2.21641, -0.95945, -0.25064], [2.77577, 0.29203, -0.20771], [1.96006, 1.05926, 0.64380], [0.95379, 0.22143, 1.06844], [-0.20998, 0.42938, 1.92820], [-1.10462, -0.38356, 2.09979], [-0.20682, 1.61210, 2.60827], [-1.35032, 1.92885, 3.35140], [-1.77844, 3.24027, 3.29582], [-1.07349, 4.10632, 2.82102], [-2.99435, 3.41559, 3.89814], [-3.66683, 4.61225, 4.15472], [-3.18073, 5.85299, 3.75136], [-3.89438, 7.00217, 4.03391], [-5.09632, 6.92024, 4.71793], [-5.98660, 8.36013, 5.07065], [-5.59306, 5.69160, 5.12353], [-4.87850, 4.54450, 4.84120], [1.12209, -0.99973, 0.51818], [4.42106, -6.59591, -4.81964], [3.00564, -6.02437, -3.94193], [4.55513, -6.17866, -3.11134], [3.92029, -4.20383, -5.35619], [5.50956, -4.41396, -4.62352], [4.58946, -3.74690, -2.41868], [4.44540, -2.47424, -3.63528], [2.07407, -3.31773, -4.07451], [2.21339, -4.23852, -2.56154], [0.80446, -0.65712, -2.21556], [0.75280, -1.57042, -3.72000], [-0.10599, -2.67158, -0.99638], [-0.19970, -3.52486, -2.54309], [-1.73627, -1.66887, -3.36129], [-2.38324, -2.69603, -2.08176], [-1.76100, -0.95420, -0.38600], [-2.92474, -0.37165, -1.57776], [-1.23582, 0.10800, -1.69513], [3.69492, -2.29581, -0.94873], [2.15088, -3.05763, -0.48848], [3.65367, 0.61432, -0.72784], [2.09943, 2.08979, 0.90031], [0.31008, 2.43724, 2.32949], [-1.98581, 1.13354, 3.34328], [-3.44349, 2.58833, 4.26491], [-2.24547, 5.91137, 3.22106], [-3.51562, 7.96250, 3.72213], [-6.52932, 5.63431, 5.65564], [-5.26386, 3.58579, 5.15791]], "nbo_charge": [-0.608, -0.387, -0.404, -0.219, -0.436, -0.214, -0.429, -0.387, -0.616, -0.267, 0.317, -0.314, -0.239, 0.142, 0.606, -0.624, -0.436, -0.474, 0.774, -0.652, -0.625, 0.236, -0.266, -0.195, -0.066, 0.002, -0.211, -0.262, -0.372, 0.210, 0.201, 0.200, 0.193, 0.201, 0.190, 0.213, 0.197, 0.167, 0.198, 0.196, 0.205, 0.198, 0.190, 0.201, 0.222, 0.208, 0.195, 0.220, 0.189, 0.236, 0.226, 0.426, 0.420, 0.397, 0.260, 0.228, 0.230, 0.209]}

---

(5)
{"formula": "C6H11N", "method": "wB97M-V/def2-TZVPD", "gap_ha": 0.311, "spin_multiplicity": 1, "energy_ha": -289.848842, "lumo_energy_ev": 0.0479, "smiles": "C=N/C=C\\CCC", "fmax_ev_per_a": 3.72, "relative_energy_kcal_mol": 77.1, "species": ["C", "N", "C", "C", "C", "C", "C", "H", "H", "H", "H", "H", "H", "H", "H", "H", "H", "H"], "coordinates": [[-1.46963, 0.46811, -1.37147], [-2.46299, 0.49594, -0.51941], [-2.04747, -0.35406, 0.49765], [-0.83310, -0.50456, 1.07744], [0.19873, 0.56680, 1.01550], [1.62583, 0.22073, 0.47880], [1.65082, -0.64314, -0.76922], [-1.26776, -0.38040, -2.03376], [-1.08219, 1.38517, -1.84230], [-2.82257, -1.00549, 0.91482], [-0.85552, -1.10745, 1.98193], [0.32112, 1.16226, 1.92822], [-0.10205, 1.34134, 0.29922], [2.11618, -0.30230, 1.30967], [2.12711, 1.18391, 0.36797], [2.66489, -0.92213, -1.05520], [1.02437, -1.53198, -0.68519], [1.21424, -0.07274, -1.59464]], "nbo_charge": [0.002, -0.454, -0.003, -0.254, -0.441, -0.381, -0.615, 0.173, 0.153, 0.182, 0.212, 0.215, 0.201, 0.189, 0.200, 0.215, 0.214, 0.192]}

---

(6)
{"formula": "C3H2S2", "method": "wB97M-V/def2-TZVPD", "gap_ha": [0.224, 0.225], "spin_multiplicity": 1, "energy_ha": -911.664712, "lumo_energy_ev": [-2.3076, -2.2941], "fmax_ev_per_a": 7.73, "relative_energy_kcal_mol": 88.1, "species": ["C", "C", "C", "S", "S", "H", "H"], "coordinates": [[0.49006, 0.57334, 0.02777], [1.05566, -0.63864, 0.06753], [-0.84157, 0.06050, 0.02389], [-2.95878, 0.98588, 0.01020], [-0.52021, -1.56770, 0.06269], [0.76538, 1.53373, -0.03324], [2.00945, -0.94711, -0.15885]], "nbo_charge": [-0.370, -0.141, -0.018, -0.276, 0.352, 0.237, 0.215]}

---

(7)
{"formula": "C4H34NO12", "method": "wB97M-V/def2-TZVPD", "gap_ha": 0.408, "spin_multiplicity": 1, "energy_ha": -1130.141424, "lumo_energy_ev": -2.4534, "charge": 1, "fmax_ev_per_a": 5.52, "relative_energy_kcal_mol": 112.9, "species": ["C", "N", "C", "C", "C", "H", "H", "H", "H", "H", "H", "H", "H", "H", "H", "H", "H", "O", "H", "H", "O", "H", "H", "O", "H", "H", "O", "H", "H", "O", "H", "H", "O", "H", "H", "O", "H", "H", "O", "H", "H", "O", "H", "H", "O", "H", "H", "O", "H", "H", "O"], "coordinates": [[1.26873, 0.31983, 0.05889], [0.28150, 1.39833, 0.49971], [1.11676, 2.72273, 0.22609], [2.42615, 2.30083, 0.70970], [2.70343, 0.78951, 0.68033], [0.96077, -0.69894, 0.42816], [1.18613, 0.22497, -1.12086], [0.16962, 1.12435, 1.54478], [-0.64520, 1.52528, 0.11257], [0.82112, 3.71226, 0.71900], [1.08689, 2.73933, -0.91101], [3.13832, 2.79114, 0.05901], [2.82500, 2.77265, 1.60570], [2.74857, 0.38069, 1.74271], [3.45632, 0.57905, 0.00123], [-2.19791, 4.54159, -0.90964], [-3.28199, 4.07901, 0.16151], [-2.94696, 3.94817, -0.72754], [-2.79788, 1.52109, -0.06333], [-2.33020, 0.83102, 1.08308], [-2.33012, 1.74044, 0.77953], [-0.93093, 3.51213, -2.78010], [-1.61115, 2.91037, -1.56679], [-0.73302, 2.94648, -1.96739], [0.09028, -4.97065, 1.07135], [1.47659, -5.10069, 0.23647], [1.02985, -4.84875, 1.02061], [0.15864, -0.74195, 3.44943], [-0.73756, 0.46653, 3.72153], [-0.41999, -0.00169, 3.04183], [-1.86826, -1.03928, -3.76184], [-1.89410, -2.46826, -4.26768], [-1.88758, -1.93180, -3.45443], [-4.05465, 0.78422, -2.10977], [-4.25757, -0.20209, -0.78041], [-3.65986, 0.46072, -1.24728], [2.08064, -2.02980, 2.50339], [0.99798, -2.85388, 3.06532], [1.24276, -1.95976, 3.07621], [-2.32945, -1.56760, 0.54713], [-1.88556, -1.38192, 1.90902], [-2.45209, -0.97929, 1.30725], [4.41576, -2.83329, 1.33728], [3.16554, -3.26931, 0.70720], [3.49556, -2.86630, 1.45131], [-1.87986, -0.03690, -1.41254], [-0.89753, -1.11272, -1.65996], [-1.06115, -0.37421, -1.16913], [2.11212, -1.81105, -3.41672], [2.34457, -3.51892, -2.82060], [2.29099, -2.52365, -2.71033]], "nbo_charge": [-0.233, -0.590, -0.219, -0.472, -0.406, 0.239, 0.237, 0.467, 0.477, 0.244, 0.248, 0.228, 0.228, 0.223, 0.231, 0.484, 0.503, -0.971, 0.492, 0.497, -0.992, 0.481, 0.492, -0.978, 0.490, 0.483, -0.971, 0.521, 0.468, -0.993, 0.470, 0.486, -0.954, 0.512, 0.520, -0.995, 0.521, 0.484, -0.984, 0.478, 0.487, -0.946, 0.484, 0.474, -0.942, 0.486, 0.483, -0.973, 0.516, 0.510, -1.024]}